(1)
{
  "formula": "C3H2Cl2O2",
  "method": "the ωB97M-V functional and the def2-TZVPD basis",
  "species": ["C", "C", "C", "O", "O", "Cl", "Cl", "H", "H"],
  "coordinates": [[-0.628, 1.793, 0.104], [0.075, 0.226, -0.070], [0.784, 1.088, -1.178], [-1.376, 2.362, 0.838], [0.100, 2.238, -0.892], [2.570, 1.223, -0.777], [0.606, 0.667, -2.821], [0.651, 0.189, 0.901], [-0.618, -0.465, -0.438]],
  "atomic_forces_ev_per_a": [[-1.0, -3.1, 2.2], [0.2, 5.2, 1.2], [1.5, -1.9, 1.7], [0.9, -0.5, -1.1], [0.5, 2.9, -1.3], [-0.7, 0.2, -0.3], [-0.2, -0.5, -1.0], [-0.5, -1.0, -1.4], [-0.6, -1.4, 0.0]],
  "orbital_gap_ev": 11.2,
  "e_above_lowest_kcal_mol": 31.55,
  "e_lumo_ev": 0.6,
  "e_tot_ev": -32281.97228
}

***

(2)
{
  "formula": "C6H12O",
  "method": "the ωB97M-V functional and the def2-TZVPD basis",
  "species": ["C", "C", "C", "C", "C", "C", "H", "H", "H", "H", "H", "H", "H", "H", "H", "H", "H", "H", "O"],
  "coordinates": [[-1.507, 1.246, -0.133], [-1.708, 1.766, -1.322], [-0.314, 1.329, 0.809], [0.498, 0.057, 0.712], [1.607, -0.209, 1.421], [2.288, -1.539, 1.357], [-2.171, 0.523, 0.347], [-2.670, 1.598, -1.795], [-1.100, 2.509, -1.822], [-0.598, 1.344, 1.859], [0.177, 2.260, 0.500], [0.053, -0.845, 0.296], [2.084, 0.614, 1.945], [2.341, -1.911, 0.325], [1.761, -2.290, 1.940], [3.351, -1.412, 1.546], [-2.082, -2.030, -2.750], [-0.840, -1.093, -2.795], [-1.169, -1.916, -2.440]],
  "atomic_forces_ev_per_a": [[0.5, -1.3, 2.0], [-0.9, 0.6, -0.2], [0.0, 0.3, -1.5], [0.8, -0.7, 1.2], [-0.6, 0.9, -1.2], [0.5, 0.1, -1.0], [-0.7, 0.2, -0.8], [0.1, -0.2, -0.2], [0.4, -0.1, 0.2], [-0.5, 0.6, -0.1], [0.7, -0.3, 0.6], [-0.3, 0.4, -0.6], [0.1, -0.1, 0.2], [-0.5, 0.1, 0.1], [0.5, -0.1, 0.3], [0.0, -0.3, 0.9], [0.5, 0.3, 0.1], [-0.1, 0.3, -0.1], [-0.4, -0.6, 0.1]],
  "orbital_gap_ev": 10.0,
  "e_above_lowest_kcal_mol": 50.75,
  "smiles": "C=CC/C=C/C.O",
  "e_lumo_ev": 0.9,
  "e_tot_ev": -8462.15318
}

***

(3)
{
  "formula": "C32H22N12NiOSe",
  "method": "the ωB97M-V functional and the def2-TZVPD basis",
  "species": ["Ni", "Se", "N", "C", "C", "C", "C", "C", "N", "C", "C", "N", "C", "C", "C", "C", "C", "N", "H", "H", "H", "H", "H", "H", "C", "N", "C", "N", "C", "N", "C", "C", "C", "C", "C", "C", "C", "N", "N", "C", "O", "C", "C", "C", "C", "C", "C", "N", "C", "N", "C", "N", "C", "H", "H", "H", "H", "H", "H", "H", "H", "H", "H", "H", "H", "H", "H", "H", "H"],
  "coordinates": [[1.576, -0.728, 0.504], [4.717, -7.213, -1.509], [3.619, -6.756, -0.195], [3.376, -5.478, -0.327], [2.515, -4.725, 0.578], [1.861, -5.282, 1.678], [1.103, -4.461, 2.483], [0.987, -3.110, 2.172], [1.577, -2.570, 1.105], [2.349, -3.368, 0.335], [3.000, -2.708, -0.776], [2.742, -1.385, -0.889], [3.254, -0.734, -1.932], [4.075, -1.354, -2.868], [4.371, -2.692, -2.732], [3.813, -3.398, -1.664], [4.021, -4.823, -1.429], [4.781, -5.574, -2.182], [1.972, -6.339, 1.883], [0.601, -4.844, 3.360], [0.428, -2.451, 2.819], [2.996, 0.308, -2.040], [4.469, -0.773, -3.690], [5.010, -3.211, -3.435], [1.608, 4.515, -1.031], [1.964, 3.154, -0.558], [1.199, 2.093, -0.343], [1.967, 1.092, 0.100], [3.220, 1.638, 0.143], [3.248, 2.879, -0.252], [0.318, 4.484, -1.798], [0.276, 4.335, -3.180], [-0.945, 4.174, -3.823], [-2.124, 4.109, -3.092], [-2.083, 4.275, -1.714], [-0.866, 4.499, -1.079], [-3.206, 4.024, -0.802], [-3.473, 4.644, 0.289], [-4.272, 3.786, 1.041], [-4.418, 2.723, 0.337], [-3.801, 2.803, -0.874], [-4.762, 1.375, 0.815], [-5.620, 0.488, 0.174], [-5.696, -0.824, 0.617], [-4.873, -1.271, 1.646], [-4.008, -0.386, 2.276], [-3.011, -0.835, 3.312], [-1.635, -0.506, 2.874], [-1.076, -0.719, 1.694], [0.179, -0.262, 1.721], [0.320, 0.234, 2.986], [-0.764, 0.101, 3.706], [-3.988, 0.943, 1.882], [2.457, 4.845, -1.624], [1.529, 5.154, -0.152], [0.137, 2.060, -0.519], [4.100, 1.110, 0.471], [1.193, 4.345, -3.757], [-0.975, 4.075, -4.900], [-3.069, 3.937, -3.591], [-0.860, 4.637, -0.003], [-6.225, 0.820, -0.659], [-6.379, -1.513, 0.139], [-4.909, -2.310, 1.951], [-3.066, -1.910, 3.480], [-3.133, -0.327, 4.267], [-1.579, -1.173, 0.855], [1.218, 0.699, 3.357], [-3.331, 1.655, 2.370]],
  "atomic_forces_ev_per_a": [[0.0, 0.0, 0.0], [0.0, 0.0, 0.0], [0.0, 0.0, 0.0], [0.0, 0.0, 0.0], [0.0, 0.0, 0.0], [0.0, 0.0, 0.0], [0.0, 0.0, 0.0], [0.1, 0.0, 0.0], [-0.1, -0.1, 0.0], [0.0, 0.0, 0.0], [0.0, 0.0, 0.0], [0.1, 0.0, 0.0], [0.0, 0.0, 0.0], [0.0, 0.0, 0.0], [0.0, 0.0, 0.0], [0.0, -0.1, 0.0], [0.0, 0.0, 0.0], [0.0, 0.0, 0.0], [0.0, 0.0, 0.0], [0.0, 0.0, 0.0], [0.0, 0.0, 0.0], [0.0, 0.0, 0.0], [0.0, 0.0, 0.0], [0.0, 0.0, 0.0], [0.0, 0.0, 0.0], [0.1, 0.0, 0.0], [0.0, 0.0, 0.0], [-0.1, 0.2, -0.1], [0.1, 0.0, 0.1], [-0.1, 0.0, 0.1], [0.0, 0.0, 0.0], [0.0, 0.0, 0.0], [0.0, 0.0, 0.0], [0.0, 0.0, 0.0], [0.0, 0.0, 0.0], [0.0, 0.0, 0.0], [0.0, 0.0, 0.0], [-0.1, 0.0, 0.0], [0.0, 0.1, -0.1], [0.0, -0.1, 0.1], [0.1, 0.0, 0.1], [0.0, 0.0, 0.0], [0.0, 0.0, 0.0], [0.0, 0.0, 0.0], [0.0, 0.0, 0.0], [0.0, 0.0, 0.0], [0.0, 0.0, 0.0], [0.0, 0.0, 0.0], [0.0, 0.1, -0.1], [0.0, -0.1, 0.2], [-0.1, 0.1, 0.0], [0.0, 0.0, 0.0], [0.0, 0.0, 0.0], [0.0, 0.0, 0.0], [0.0, 0.0, 0.0], [0.0, 0.0, 0.0], [0.0, 0.0, 0.0], [0.0, 0.0, 0.0], [0.0, 0.0, 0.0], [0.0, 0.0, 0.0], [0.0, 0.0, 0.0], [0.0, 0.0, 0.0], [0.0, 0.0, 0.0], [0.0, 0.0, 0.0], [0.0, 0.0, 0.0], [0.0, 0.0, 0.0], [0.0, 0.0, 0.0], [0.0, 0.0, 0.0], [0.0, 0.0, 0.0]],
  "orbital_gap_ev": 7.1,
  "e_above_lowest_kcal_mol": 3.19,
  "charge": 2,
  "e_lumo_ev": -6.5,
  "e_tot_ev": -159846.80455
}

***

(4)
{
  "formula": "C3H5ClOS",
  "method": "the ωB97M-V functional and the def2-TZVPD basis",
  "species": ["C", "C", "C", "H", "H", "H", "H", "H", "O", "S", "Cl"],
  "coordinates": [[0.098, -0.500, -0.854], [0.221, 1.001, -0.934], [0.058, -0.840, 0.578], [-1.667, -1.115, -0.996], [0.937, -1.053, -1.236], [-0.674, 1.508, -0.914], [0.478, 1.330, -1.840], [1.008, -0.699, 0.980], [-1.026, -0.821, -1.659], [-1.218, -1.268, 1.474], [1.491, 1.702, 0.056]],
  "atomic_forces_ev_per_a": [[-1.1, 0.2, -0.7], [1.4, -1.0, 1.3], [-2.1, -0.6, 0.4], [-0.6, -0.1, -0.2], [0.8, 0.1, -0.5], [-2.4, 0.7, 1.6], [1.5, 0.4, -4.1], [1.5, 0.1, 1.1], [0.2, -0.2, 1.0], [0.4, 0.1, -0.6], [0.3, 0.4, 0.8]],
  "orbital_gap_ev": 8.8,
  "e_above_lowest_kcal_mol": 31.50,
  "smiles": "O[C@H](C=S)CCl",
  "e_lumo_ev": -0.6,
  "e_tot_ev": -28595.77553
}

***

(5)
{
  "formula": "C4H9NO",
  "method": "the ωB97M-V functional and the def2-TZVPD basis",
  "species": ["C", "C", "C", "C", "N", "O", "H", "H", "H", "H", "H", "H", "H", "H", "H"],
  "coordinates": [[-1.151, -0.682, 0.215], [-0.457, 0.353, 1.087], [1.236, -0.527, -0.546], [-0.179, -0.901, -0.961], [-0.443, 1.669, 0.740], [-0.495, -1.248, -2.069], [-1.042, 1.843, -0.069], [0.681, 1.775, 0.032], [-1.273, -1.633, 0.743], [-2.131, -0.386, -0.162], [-0.337, 0.152, 2.150], [1.267, 1.191, -0.426], [0.742, 0.021, 0.639], [1.863, -0.303, -1.402], [1.719, -1.325, 0.030]],
  "atomic_forces_ev_per_a": [[0.1, 0.0, -0.1], [-0.1, 0.2, -0.1], [-0.1, 0.2, 0.1], [-0.1, 0.0, -0.1], [0.1, -0.3, -0.1], [0.1, 0.1, 0.3], [0.1, 0.0, 0.0], [-0.2, 0.0, 0.0], [0.0, 0.0, 0.0], [0.0, 0.0, 0.0], [0.0, 0.0, 0.0], [-0.1, -0.2, 0.0], [0.1, 0.0, -0.1], [0.0, 0.0, 0.0], [-0.1, 0.0, 0.0]],
  "orbital_gap_ev": 9.6,
  "e_above_lowest_kcal_mol": 135.29,
  "e_lumo_ev": 0.0,
  "e_tot_ev": -7826.45335
}

***

(6)
{
  "formula": "C6H11NO",
  "method": "the ωB97M-V functional and the def2-TZVPD basis",
  "species": ["C", "C", "C", "C", "C", "C", "H", "H", "H", "H", "H", "H", "H", "H", "H", "H", "H", "N", "O"],
  "coordinates": [[-1.288, -0.498, 0.515], [-1.662, 0.870, -0.017], [-0.353, 1.839, -0.041], [0.466, 0.642, -0.447], [1.602, -0.436, -0.378], [0.386, -0.430, 0.529], [-2.108, -2.518, 0.270], [-2.839, -1.105, -0.586], [-1.552, -0.574, 1.574], [-2.414, 1.266, 0.767], [-2.320, 0.876, -0.951], [-0.220, 2.719, -0.780], [-0.073, 2.020, 1.085], [-0.065, 0.275, -1.287], [1.709, -1.336, -1.159], [3.489, 0.213, -0.360], [0.582, 0.161, 1.353], [-1.789, -1.540, -0.401], [2.928, -0.393, 0.240]],
  "atomic_forces_ev_per_a": [[2.8, -1.8, -0.1], [-2.7, 3.2, 1.4], [0.8, -0.7, 1.1], [2.6, -0.6, -2.6], [1.3, -2.0, -0.3], [-2.8, 0.0, -0.5], [1.4, 3.7, -2.5], [3.1, -1.9, 0.2], [-0.3, -0.3, -0.2], [1.0, -0.2, -1.1], [1.5, -0.2, 0.8], [-0.9, -1.3, 1.6], [-0.7, 0.6, -2.2], [-0.2, -0.4, -1.5], [-1.0, 2.6, 1.1], [-1.4, -1.5, 1.4], [1.0, 0.2, 2.6], [-5.1, -1.6, 2.6], [-0.5, 2.0, -1.5]],
  "orbital_gap_ev": 9.7,
  "e_above_lowest_kcal_mol": 157.95,
  "smiles": "N[C@@H]1CC[C@H]2[C@@H](O)[C@@H]21",
  "e_lumo_ev": 0.9,
  "e_tot_ev": -9931.60519
}